No. 1
{"formula": "C9H10N3", "method": "wB97M-V/def2-TZVPD", "symbols": ["H", "H", "C", "N", "C", "H", "H", "H", "C", "N", "H", "C", "C", "C", "H", "H", "H", "H", "C", "N", "C", "C"], "xyz": [[-0.041, 2.478, 2.248], [0.418, -0.656, 2.338], [0.246, -0.457, -0.712], [1.497, -0.525, -0.230], [-2.026, -0.266, -2.350], [2.725, -0.508, 2.517], [2.289, -1.064, -0.488], [-2.771, 1.212, -1.069], [-1.121, -1.293, -2.552], [-0.704, 1.481, 0.522], [0.647, -2.154, -1.984], [2.292, 0.458, 2.113], [0.754, 0.316, 2.033], [-0.073, 1.448, 1.656], [-1.442, -1.991, -3.332], [-1.173, 2.321, 0.169], [2.686, 1.436, 2.443], [-2.793, -0.217, -3.007], [-0.789, 0.469, -0.436], [1.553, 0.360, 0.859], [-0.009, -1.420, -1.747], [-1.925, 0.455, -1.248]], "nbo_charge": [0.250, 0.255, 0.280, -0.440, -0.236, 0.228, 0.430, 0.229, -0.120, -0.399, 0.222, -0.176, -0.209, 0.295, 0.237, 0.449, 0.238, 0.228, -0.055, -0.280, -0.261, -0.165], "homo_lumo_gap_ev": [7.01, 7.01], "total_charge": 1, "smiles": "C1=[NH+]c2ccccc2NN2C[C@@H]12", "multiplicity": 1, "lumo_energy_ev": [-4.54, -4.54]}

No. 2
{"formula": "C26H44F8NO6S", "method": "wB97M-V/def2-TZVPD", "symbols": ["C", "H", "C", "H", "C", "H", "H", "H", "H", "H", "O", "C", "C", "H", "H", "H", "F", "H", "H", "H", "H", "H", "H", "H", "F", "H", "C", "H", "C", "H", "C", "O", "F", "H", "C", "C", "N", "H", "C", "O", "H", "C", "O", "H", "H", "C", "F", "F", "C", "H", "H", "F", "C", "S", "H", "H", "C", "H", "O", "H", "C", "C", "H", "H", "C", "C", "C", "H", "H", "H", "H", "H", "H", "C", "H", "C", "C", "H", "F", "H", "C", "H", "H", "F", "O", "C"], "xyz": [[0.082, 2.760, 2.216], [3.238, -0.024, 2.054], [-3.887, 5.050, 2.001], [-0.271, 2.187, 0.090], [-0.468, -1.139, 3.465], [-0.519, -2.535, 1.712], [1.294, -4.329, 6.408], [3.936, 2.296, -0.749], [4.856, -1.819, -0.385], [2.806, -6.328, 6.165], [-0.851, -0.016, 3.883], [0.028, -1.161, -3.495], [0.891, 0.522, 0.957], [-1.135, -0.640, -5.330], [3.551, -5.594, 4.753], [-0.493, 2.552, 3.191], [-3.628, 6.451, 2.100], [-1.426, 5.493, 0.965], [2.350, -2.373, 1.494], [2.788, -0.476, -3.380], [4.889, 0.647, -2.324], [2.644, -1.311, -1.358], [2.376, 1.131, -4.224], [-3.130, -3.062, -2.025], [-2.970, 2.866, 2.604], [2.715, 3.008, -1.968], [1.803, -4.548, 5.464], [-1.413, -0.945, 1.417], [-1.377, -1.146, -4.319], [-1.281, 1.176, 1.230], [2.330, 0.994, 0.373], [2.152, 1.186, -1.040], [-5.674, 6.696, -0.314], [2.690, -2.969, -0.586], [-4.623, 5.750, -0.509], [-3.430, -2.834, -4.287], [0.749, -0.775, 1.270], [-3.658, -1.347, -2.544], [-0.211, -1.258, -1.910], [-0.083, 4.120, 1.763], [-4.047, -2.156, -4.979], [2.072, -1.991, -0.641], [0.903, -5.252, 4.612], [-0.076, -0.211, -1.478], [3.907, 0.184, -4.696], [-0.228, 1.637, 1.109], [-2.067, 4.769, 3.587], [-4.138, 3.432, 0.048], [-0.470, -1.404, 1.860], [2.053, -3.601, 4.980], [-0.011, -3.000, 4.038], [-3.352, 6.355, -0.734], [-3.777, -2.466, -2.766], [4.881, -0.589, 0.296], [0.484, -0.116, -3.691], [-2.161, -0.482, -3.820], [-1.865, -2.659, -4.606], [0.777, -1.910, -3.916], [-0.027, -2.086, 4.411], [-1.220, -3.340, -3.933], [0.614, -2.415, -1.166], [-4.619, 4.629, 0.636], [2.476, 2.025, 0.839], [-1.330, -1.516, -1.765], [3.246, 0.490, -3.818], [3.054, -5.369, 5.701], [3.170, -0.260, 0.921], [-4.871, -2.721, -2.534], [-4.888, 5.206, -1.492], [0.677, -6.084, 5.048], [-0.001, -2.924, -0.335], [3.754, -4.836, 6.348], [1.197, 2.646, 2.498], [3.203, 2.027, -1.602], [-1.673, 3.806, 0.305], [-2.573, 4.206, 2.360], [4.080, 1.332, -2.744], [5.099, 1.929, -4.281], [-4.827, 4.776, 3.055], [-1.596, -2.871, -5.709], [-1.411, 4.380, 1.276], [0.786, -3.245, -1.953], [-3.673, -3.950, -4.456], [-6.000, 4.386, 0.944], [4.758, 2.406, -3.485], [2.066, -1.426, 0.898]], "mulliken_charge": [-0.657, 0.433, 0.386, 0.575, 0.315, 0.609, 0.281, 0.384, 0.200, 0.339, -0.479, -0.560, -0.802, 0.391, 0.299, 0.303, -0.258, 0.426, 0.405, -0.063, -0.008, -0.143, 0.249, 0.162, -0.294, 0.283, -0.069, 0.376, -0.710, 0.439, -0.010, -0.125, -0.241, 0.416, 0.089, -0.522, 0.660, 0.184, 0.945, -0.462, 0.266, -0.200, -0.569, -0.330, 0.488, -0.908, -0.322, -0.250, -0.663, 0.261, 0.290, -0.232, -0.773, -0.262, -0.148, 0.284, -0.499, 0.488, -0.404, 0.211, -1.274, 0.656, 0.837, -0.278, -0.874, -1.150, -0.246, 0.356, 0.258, 0.309, 0.209, 0.332, 0.522, -0.508, 0.283, 0.806, 0.480, 0.357, -0.300, 0.339, -0.424, 0.605, 0.310, -0.285, -0.566, -0.225], "homo_lumo_gap_ev": 8.18, "total_charge": 1, "multiplicity": 1, "lumo_energy_ev": -4.30}

No. 3
{"formula": "C13H52N22O13", "method": "wB97M-V/def2-TZVPD", "symbols": ["N", "C", "N", "H", "O", "H", "C", "C", "H", "N", "N", "H", "O", "H", "O", "C", "N", "H", "H", "N", "N", "H", "O", "H", "C", "N", "H", "N", "H", "H", "H", "C", "H", "C", "H", "H", "H", "H", "H", "H", "H", "H", "H", "O", "H", "H", "H", "H", "N", "N", "N", "N", "N", "O", "H", "H", "H", "H", "H", "C", "N", "N", "C", "O", "C", "H", "O", "H", "H", "H", "H", "C", "H", "O", "H", "O", "N", "O", "H", "H", "H", "N", "H", "N", "C", "H", "H", "N", "H", "H", "H", "H", "C", "O", "O", "N", "H", "N", "H", "H"], "xyz": [[-22.171, -2.644, -23.715], [-19.454, 1.185, -26.917], [-15.593, -4.041, -23.994], [-15.347, -3.828, -23.046], [-19.404, 2.540, -19.525], [-22.024, 2.185, -17.951], [-13.821, -1.546, -21.979], [-21.199, -1.564, -19.141], [-14.130, -0.675, -22.565], [-15.840, -3.611, -26.239], [-21.753, -2.018, -25.911], [-18.523, -3.817, -24.883], [-17.927, -3.617, -27.965], [-14.589, 1.091, -25.180], [-13.205, -1.186, -20.744], [-19.283, -4.612, -22.126], [-21.129, 1.816, -18.231], [-18.373, -1.222, -27.072], [-14.695, 1.447, -23.468], [-19.404, -5.112, -23.387], [-17.644, -1.448, -22.262], [-17.053, -3.645, -19.959], [-19.354, -1.873, -23.743], [-16.538, -4.326, -26.200], [-20.237, 2.774, -18.624], [-19.957, -2.000, -18.789], [-18.150, -5.142, -25.901], [-21.893, 2.223, -22.961], [-18.287, 1.302, -25.266], [-22.493, -3.287, -23.028], [-21.983, -1.973, -26.884], [-18.829, -1.165, -22.861], [-15.734, -3.057, -27.067], [-15.275, -3.240, -25.063], [-19.791, 4.771, -18.191], [-21.118, -1.293, -25.620], [-21.076, 1.496, -28.253], [-13.174, -2.186, -22.575], [-20.343, -5.350, -23.652], [-16.066, 2.975, -19.234], [-12.493, -0.571, -20.949], [-17.303, -0.802, -21.542], [-14.332, -0.044, -19.836], [-16.892, -0.015, -20.068], [-14.778, -2.033, -21.784], [-16.337, -4.718, -24.000], [-17.664, 2.287, -19.532], [-18.637, -5.243, -24.004], [-20.292, 3.948, -17.922], [-22.812, 0.259, -23.774], [-20.427, -4.249, -21.488], [-16.642, 2.199, -19.473], [-14.841, 0.772, -19.486], [-21.411, -0.482, -19.727], [-21.273, -4.691, -21.799], [-21.075, 0.916, -18.727], [-14.264, 1.530, -19.179], [-19.211, -1.543, -19.295], [-21.903, 1.747, -22.079], [-22.441, 1.580, -24.043], [-18.453, -4.190, -25.821], [-19.237, 1.430, -25.589], [-16.186, 0.954, -19.729], [-22.619, 2.074, -25.163], [-15.054, 0.766, -24.245], [-18.276, -2.442, -16.273], [-23.172, -3.739, -25.445], [-21.485, -1.931, -23.517], [-16.850, -1.996, -19.361], [-20.412, -3.588, -20.740], [-19.872, -2.634, -18.020], [-22.405, -2.836, -25.044], [-20.118, 0.412, -23.057], [-18.660, 0.511, -27.578], [-21.536, 3.156, -23.044], [-18.312, -4.455, -18.008], [-22.231, -2.405, -18.840], [-16.471, 0.913, -24.353], [-22.883, 0.018, -22.797], [-20.809, 3.971, -17.064], [-21.325, 1.822, -26.585], [-20.702, 1.563, -27.330], [-17.054, -1.674, -17.166], [-18.379, -1.977, -26.381], [-17.795, -3.338, -18.112], [-21.995, -3.237, -18.334], [-23.175, -2.129, -19.026], [-17.172, -2.938, -19.243], [-17.130, -2.260, -22.557], [-23.572, -0.047, -24.363], [-14.724, -0.264, -24.116], [-16.837, 0.096, -23.989], [-18.166, -3.272, -26.802], [-14.515, -2.283, -24.936], [-18.176, -4.380, -21.608], [-19.311, 0.081, -22.559], [-19.826, 2.075, -25.094], [-17.627, -2.490, -17.034], [-18.735, -1.829, -25.439], [-19.096, 0.530, -21.683]], "mulliken_charge": [0.095, 0.523, -0.356, 0.197, -0.804, 0.236, 0.204, 0.395, -0.060, -0.388, -0.013, -0.040, -0.739, 0.381, -0.691, 0.434, -0.383, 0.172, 0.297, -0.330, 2.082, 0.120, 0.469, 0.247, 0.592, 0.091, 0.335, -0.232, 0.194, 0.120, 0.215, -0.366, 0.239, 0.573, 0.243, -0.079, 0.215, 0.406, 0.153, 0.174, 0.337, -0.387, 0.329, -0.608, -0.334, 0.174, 0.337, 0.235, -0.437, -0.236, -0.216, -0.318, -0.384, -0.750, 0.229, 0.295, 0.167, -0.004, 0.137, 0.362, -0.577, -0.108, 0.270, -0.783, -0.558, 0.268, -0.763, -0.151, -0.034, 0.157, 0.127, 0.371, -0.059, -0.797, 0.216, -0.671, -0.366, -0.537, 0.151, 0.171, 0.208, -0.260, 0.187, 0.323, 0.567, 0.183, 0.232, -0.060, -0.737, 0.249, -0.040, 0.297, 0.319, -0.670, -0.590, 0.198, 0.132, -0.348, -0.318, -0.050], "homo_lumo_gap_ev": 8.72, "multiplicity": 1, "lumo_energy_ev": -0.11}

No. 4
{"formula": "C2HN3OS", "method": "wB97M-V/def2-TZVPD", "symbols": ["C", "C", "H", "N", "N", "O", "S", "N"], "xyz": [[2.899, 1.650, -0.311], [-0.026, -1.554, -0.268], [-2.502, 0.733, -0.040], [1.817, 1.223, -0.252], [0.169, -2.669, -0.440], [-0.273, 0.353, 1.643], [-0.312, 0.075, 0.133], [-1.772, 0.189, -0.465]], "nbo_charge": [0.314, -0.049, 0.409, -0.640, -0.138, -0.811, 1.693, -0.779], "homo_lumo_gap_ev": [8.25, 5.86], "multiplicity": 1, "lumo_energy_ev": [-3.45, -4.54]}

No. 5
{"formula": "C4H10N2O2", "method": "wB97M-V/def2-TZVPD", "symbols": ["O", "N", "H", "H", "H", "H", "H", "N", "O", "C", "H", "C", "H", "H", "C", "C", "H", "H"], "xyz": [[-0.977, -1.581, -1.642], [-1.049, 1.025, -1.011], [-1.160, -2.888, -4.006], [-0.174, -2.001, 0.092], [-1.500, 0.394, -1.686], [1.177, 1.460, 3.525], [-1.727, 1.126, -0.156], [1.808, 1.610, 2.747], [2.179, 1.772, 0.483], [-0.083, 0.131, -0.237], [-1.158, -2.827, -4.810], [-0.717, -1.233, -0.386], [0.121, -0.163, 1.919], [-1.717, -1.132, 0.489], [0.252, 0.599, 1.167], [1.453, 1.324, 1.463], [2.531, 2.267, 3.014], [0.740, 0.117, -0.966]], "lowdin_spin": [0.751, -0.002, -0.001, 0.036, 0.001, 0.000, 0.001, -0.023, 0.048, 0.003, 0.000, 0.106, 0.000, 0.099, -0.014, -0.006, -0.001, 0.001], "homo_lumo_gap_ev": [5.75, 5.67], "s_squared": 0.765, "total_charge": 1, "multiplicity": 2, "lumo_energy_ev": [-9.18, -9.20]}